DFT (the ωB97M-V functional and the def2-TZVPD basis) results for one molecule with the formula C2H2N2O2S.

Positions of all 9 atoms, in Å:
C -0.276 -1.149 1.072
C 0.150 0.239 -1.141
N -0.965 -0.252 1.220
N -0.050 1.087 -0.204
O 0.942 1.668 0.373
O -1.087 0.925 0.579
S 0.735 -2.346 1.185
H -0.612 -0.367 -1.499
H 1.161 0.195 -1.586

Results
F_max = 9.04 eV/Å
E = -735.22766 a.u.
spin multiplicity = 3
orbital gap (spin up / spin down) = 7.7 / 5.2 eV
HOMO energy (spin up / spin down) = -0.2694 / -0.3305 hartree
ΔE to the lowest compared entry with this formula, charge and spin = 509.12 kJ/mol
lowest unoccupied orbital energy (spin up / spin down) = 0.354 / -3.840 eV

Atom charges from the Löwdin analysis, given in e for atoms 1 to 2: C -0.743; C 0.055



DFT (the ωB97M-V functional and the def2-TZVPD basis) results for a 6-piece molecular cluster, C12H40BNO6P overall.

Positions of all 61 atoms, in Å:
C 2.667 -2.337 -1.728
C 1.998 -1.015 -2.224
B 0.991 -0.663 -1.127
O 1.162 -0.123 0.083
P -0.962 -1.025 -1.274
N -1.774 -1.692 0.006
H 2.837 -3.011 -2.565
H 3.601 -2.123 -1.211
H 2.044 -2.891 -1.016
H 1.568 -1.182 -3.212
H 2.730 -0.208 -2.312
H 1.956 0.422 0.196
H -1.261 -1.814 -2.385
H -1.588 0.198 -1.554
H -1.993 -2.679 -0.052
H -1.434 -1.443 0.933
C -4.742 1.564 -1.310
C -3.700 1.651 -0.217
O -3.619 0.450 0.556
H -5.721 1.344 -0.885
H -4.804 2.503 -1.860
H -4.499 0.772 -2.025
H -3.949 2.434 0.498
H -2.718 1.898 -0.642
H -3.434 -0.287 -0.036
C 2.893 3.695 -2.800
C 2.917 2.950 -1.484
O 3.711 1.760 -1.541
H 2.516 3.057 -3.601
H 2.259 4.579 -2.729
H 3.896 4.027 -3.075
H 1.912 2.618 -1.213
H 3.274 3.599 -0.679
H 4.611 2.016 -1.771
C 2.978 -4.745 -6.218
C 3.227 -5.369 -4.861
O 2.130 -5.181 -3.962
H 2.784 -3.676 -6.122
H 3.844 -4.882 -6.867
H 2.119 -5.207 -6.708
H 4.082 -4.904 -4.371
H 3.447 -6.435 -4.963
H 1.359 -5.610 -4.346
C -0.622 2.276 3.232
C -0.507 0.791 2.958
O -1.748 0.103 3.085
H -1.024 2.442 4.231
H 0.351 2.768 3.165
H -1.294 2.755 2.515
H 0.158 0.319 3.683
H -0.095 0.608 1.963
H -2.378 0.458 2.443
C -3.031 1.848 6.588
C -2.049 1.846 7.743
O -2.064 0.625 8.468
H -4.043 1.657 6.948
H -3.022 2.810 6.072
H -2.775 1.072 5.861
H -2.305 2.616 8.470
H -1.036 2.063 7.380
H -1.833 -0.091 7.868

Results
F_max = 0.60 eV/Å
charge = +1
E = -1353.35831 a.u.
spin multiplicity = 1
orbital gap = 7.9 eV
HOMO energy = -0.4274 hartree
lowest unoccupied orbital energy = -3.720 eV

Atom charges from the Löwdin analysis, given in e for atoms 1 to 2: C -0.057; C -0.160



DFT (the ωB97M-V functional and the def2-TZVPD basis) results for C4H6O2Tl as an isolated structure.

Positions of all 13 atoms, in Å:
O -0.151 -0.081 0.741
C -0.202 -1.303 -0.219
Tl -2.125 -1.176 -0.869
O -0.269 -0.674 -1.571
C 0.854 -0.824 -2.414
H 1.324 -1.810 -2.278
H 0.512 -0.771 -3.457
H 1.582 -0.027 -2.201
C -0.087 -0.022 2.018
C -0.318 1.401 2.453
H -0.687 2.061 1.646
H -1.050 1.412 3.280
H 0.616 1.814 2.870

Results
F_max = 9.01 eV/Å
charge = +1
E = -478.39567 a.u.
spin multiplicity = 1
orbital gap (spin up / spin down) = 7.6 / 5.6 eV
HOMO energy (spin up / spin down) = -0.4978 / -0.4636 hartree
ΔE to the lowest compared entry with this formula, charge and spin = 769.89 kJ/mol
lowest unoccupied orbital energy (spin up / spin down) = -5.968 / -7.014 eV

Atom charges from the Löwdin analysis, given in e for atoms 1 to 2: O -0.120; C -0.190



> F_max of number 1 (C2H2N2O2S)?

9.04 eV/Å